1.
Below is a structure of composition C20H10Cl5N3S3V in a non-equilibrium geometry, with properties calculated with ωB97M-V with the def2-TZVPD basis set.

Each line ends with the Mulliken spin population.
Geometry (Å):
V 0.56347 -1.18116 -1.03034  1.1076
S 3.11907 -1.68296 -1.04314  -0.0205
C 2.53677 -1.59526 0.52536  0.0097
N 1.23547 -1.44766 0.72006  -0.0280
C 0.88977 -1.44196 2.04356  0.0271
C -0.40313 -1.39236 2.55926  -0.0106
C -0.56933 -1.39506 3.92896  0.0005
C 0.52587 -1.42846 4.78796  0.0016
C 1.81567 -1.49546 4.29206  0.0004
C 1.98867 -1.52046 2.92046  0.0035
S 3.47877 -1.65686 2.00876  0.0116
H -1.23943 -1.36016 1.87376  -0.0049
H -1.56613 -1.36986 4.34266  0.0000
H 0.36887 -1.40926 5.85546  0.0003
H 2.66957 -1.52936 4.95016  0.0001
Cl -0.51833 -3.36876 -1.62114  0.0004
C -1.80493 -2.21676 -1.54044  0.0355
C -1.38683 -1.02646 -0.96374  -0.0543
C -2.37413 -0.07646 -0.73304  -0.0972
Cl -1.89233 1.36634 0.06226  -0.0030
C -3.69913 -0.28066 -1.10524  0.0190
Cl -4.89533 0.90714 -0.77824  0.0016
C -4.04923 -1.46056 -1.76384  -0.0513
Cl -5.66023 -1.69186 -2.30614  -0.0050
C -3.09063 -2.45816 -1.98344  0.0313
Cl -3.50053 -3.91126 -2.80534  0.0017
N 0.78497 -0.54926 -3.57544  0.0213
C 0.91457 0.61564 -2.87114  0.0215
N 0.98197 0.61244 -1.56694  -0.0377
C 1.07307 1.87544 -1.04984  0.0013
C 1.17177 2.19764 0.29916  -0.0021
C 1.23217 3.53044 0.64906  0.0001
C 1.20307 4.53474 -0.31734  -0.0009
C 1.10897 4.22984 -1.66334  0.0026
C 1.04277 2.89514 -2.01764  -0.0009
S 0.92527 2.19454 -3.61494  0.0049
H 1.34187 -1.31946 -3.18624  0.0062
H 0.84337 -0.47126 -4.58124  0.0041
H 1.18187 1.40344 1.03546  0.0027
H 1.29817 3.80304 1.69146  0.0000
H 1.26117 5.56994 -0.01304  0.0000
H 1.09277 5.00154 -2.41484  -0.0003

Properties
HOMO-LUMO gap (spin up / spin down) (eV): 6.91 / 6.01
<S²>: 0.932
ΔE to the lowest compared entry with this formula, charge and spin (eV): 1.2989
E (eV): -146178.328
Spin multiplicity: 2

=====

2.
Below is a structure of composition H10LiO5 in a non-equilibrium geometry, with properties calculated with ωB97M-V with the def2-TZVPD basis set.

Each line ends with the Mulliken charge.
Geometry (Å):
Li 0.07529 0.13980 0.05464  0.8332
O -1.61481 -0.72590 -0.74639  -0.6137
H -2.48980 -0.67278 -1.42134  0.3352
H -1.64453 -1.69113 -0.73347  0.3131
O -0.77467 0.86697 1.77904  -0.5291
H -0.50935 0.29004 2.39705  0.2641
H -1.60295 0.58354 1.89995  0.3017
O 1.20986 -0.58313 -1.97180  -0.6742
H 1.09651 0.20014 -2.55247  0.3416
H 2.23454 -0.49572 -1.49839  0.3647
O 0.53124 2.09775 -0.44451  -0.6354
H 1.30301 2.85284 -0.26101  0.3461
H -0.25906 2.64632 -0.66623  0.3260
O 0.72699 -1.58403 1.03252  -0.5330
H 0.62044 -1.46861 2.01061  0.2793
H 1.09728 -2.45610 1.12181  0.2804

Properties
HOMO-LUMO gap (eV): 11.69
Net charge: +1
ΔE to the lowest compared entry with this formula, charge and spin (eV): 2.5080
E (eV): -10599.492